*1*
Here is a structure of composition CF3N3 from OMol25. Energies are from ωB97M-V/def2-TZVPD.

Geometry as XYZ:
```
7
CF3N3 | OMol25 | ωB97M-V/def2-TZVPD
N 0.9016 -0.0938 -1.2526
F 1.1712 1.0998 0.9114
F -1.6500 -0.5452 0.9719
N 1.1041 -0.9142 -0.3285
F -1.6861 0.2194 -1.0056
N -1.2652 0.5268 0.2462
C 0.5965 0.3193 0.0388
```

Computed properties:
* Kohn-Sham gap: 9.921 eV
* highest occupied orbital energy: -10.767 eV

---

*2*
Here is the molecule CF3N3 from OMol25. Energies are from ωB97M-V/def2-TZVPD.

Geometry as XYZ:
```
7
CF3N3 | OMol25 | ωB97M-V/def2-TZVPD
F 0.3393 -1.0070 1.2024
F -1.6131 -0.5019 -0.9441
N -1.1340 0.5070 -0.1951
C 0.3923 -0.1993 0.1882
N 1.5134 0.6922 -0.1603
N 1.4453 -0.2996 -0.8285
F -1.8668 0.4944 0.9170
```

Computed properties:
* Kohn-Sham gap: 10.783 eV
* highest occupied orbital energy: -10.921 eV
* structure (SMILES): FN(F)C1(F)N=N1

---

Most favorable structure: *2*. The second most favorable one is 29.1 kJ/mol above it.